1.
{"formula": "C27H28N6O13PtS4", "method": "wB97M-V/def2-TZVPD", "symbols": ["Pt", "C", "C", "C", "C", "C", "C", "C", "S", "O", "O", "N", "C", "C", "C", "C", "C", "N", "H", "H", "H", "H", "H", "H", "H", "H", "H", "H", "H", "O", "S", "O", "O", "O", "C", "C", "S", "O", "O", "C", "C", "N", "C", "N", "C", "C", "N", "O", "O", "C", "H", "H", "H", "H", "H", "H", "H", "H", "H", "H", "H", "H", "H", "O", "S", "O", "N", "C", "O", "C", "C", "C", "C", "C", "C", "H", "H", "H", "H"], "xyz": [[-0.54, 1.51, -0.60], [4.15, 0.18, -6.52], [3.73, 0.70, -5.18], [2.74, 0.06, -4.44], [2.41, 0.50, -3.16], [3.08, 1.58, -2.63], [4.05, 2.25, -3.36], [4.37, 1.81, -4.63], [2.76, 2.06, -0.93], [2.90, 0.92, -0.09], [3.64, 3.17, -0.62], [1.21, 2.57, -0.82], [0.82, 3.78, -1.28], [1.62, 4.72, -1.94], [1.05, 5.92, -2.32], [-0.27, 6.19, -2.00], [-0.99, 5.21, -1.34], [-0.47, 4.04, -1.00], [3.39, -0.48, -6.93], [5.08, -0.39, -6.43], [4.33, 1.00, -7.22], [2.22, -0.79, -4.84], [1.66, -0.04, -2.60], [4.55, 3.09, -2.90], [5.13, 2.33, -5.20], [2.65, 4.50, -2.12], [1.65, 6.65, -2.86], [-0.74, 7.13, -2.24], [-2.02, 5.37, -1.06], [-1.99, -1.15, -2.44], [-2.07, 0.29, -2.30], [-3.08, 0.86, -3.16], [-2.36, 0.65, -0.84], [-0.73, 1.00, -2.53], [-2.21, -4.85, 5.63], [-2.43, -3.62, 4.77], [-1.32, -2.30, 5.40], [0.04, -2.71, 5.17], [-1.68, -2.06, 6.78], [-1.72, -0.87, 4.37], [-0.79, 0.32, 4.64], [-0.81, 1.22, 3.52], [-0.19, 0.98, 2.32], [-0.67, 1.80, 1.39], [-1.62, 2.58, 1.96], [-1.74, 2.24, 3.31], [-2.53, 2.79, 4.27], [-2.49, 2.35, 5.47], [-3.29, 3.75, 3.93], [0.92, 0.01, 2.18], [-2.87, -5.66, 5.33], [-2.39, -4.60, 6.67], [-1.17, -5.17, 5.52], [-3.44, -3.23, 4.87], [-2.18, -3.78, 3.73], [-2.75, -0.60, 4.58], [-1.61, -1.21, 3.34], [0.22, -0.04, 4.82], [-1.16, 0.88, 5.50], [-2.15, 3.34, 1.42], [1.57, 0.04, 3.05], [1.50, 0.25, 1.28], [0.54, -1.00, 2.06], [1.74, -4.00, -2.77], [0.53, -3.20, -2.91], [0.10, -3.08, -4.28], [0.71, -1.78, -2.15], [-0.13, -1.67, -1.14], [-0.16, -0.77, -0.28], [-0.96, -2.89, -0.89], [-1.85, -3.05, 0.16], [-2.43, -4.30, 0.32], [-2.15, -5.34, -0.56], [-1.30, -5.14, -1.64], [-0.72, -3.90, -1.80], [-2.07, -2.22, 0.81], [-3.12, -4.47, 1.14], [-2.61, -6.30, -0.40], [-1.09, -5.95, -2.33]], "e_homo_ev": -1.3250, "total_charge": -2, "de_lowest_kj_mol": 345.6, "gap_ev": 3.927, "lumo_energy_ev": 2.60, "mol_weight_g_mol": 967.896}

2.
{"formula": "H25O13", "method": "wB97M-V/def2-TZVPD", "symbols": ["O", "H", "H", "O", "H", "H", "O", "H", "O", "H", "H", "O", "H", "H", "O", "H", "H", "O", "H", "H", "O", "H", "H", "O", "H", "H", "O", "H", "H", "O", "H", "H", "O", "H", "H", "O", "H", "H"], "xyz": [[-1.73, -3.03, -1.74], [-0.25, -0.34, -3.20], [-2.18, -2.11, 0.94], [-2.80, 1.61, 1.57], [-2.94, 0.70, 1.86], [-0.57, -1.01, -1.77], [-2.83, -1.68, 0.37], [-2.53, -0.77, 0.31], [2.65, -2.25, -2.74], [2.51, -1.64, -2.02], [1.93, -2.15, -3.37], [2.45, 0.09, -1.06], [3.01, 1.35, 2.02], [1.99, 0.72, -0.50], [0.05, -2.64, 2.84], [0.38, -3.00, 2.02], [-0.17, -1.69, 2.70], [0.14, 4.17, 0.54], [0.33, 3.36, 1.00], [-1.90, -2.68, -0.83], [0.08, -0.85, -2.46], [1.92, -0.68, -0.87], [3.85, 0.47, 1.12], [2.98, 0.52, 1.53], [-0.10, 3.90, -0.34], [-2.27, 1.61, 0.77], [-0.65, 1.50, 3.17], [0.24, 1.18, 3.38], [-0.68, 0.93, 2.34], [-0.52, 2.00, -2.88], [-0.14, 2.81, -2.54], [-0.06, 1.28, -2.44], [-0.03, 1.48, -0.16], [-0.49, 1.21, -0.95], [-1.22, -3.83, -1.64], [-0.50, -0.45, 1.42], [0.29, -0.83, 1.02], [-0.23, 0.78, 0.57]], "e_homo_ev": -6.6672, "total_charge": -1, "de_lowest_kj_mol": 239.4, "gap_ev": 9.321, "lumo_energy_ev": 2.65, "mol_weight_g_mol": 233.187}

3.
{"formula": "C4H7NO3", "method": "wB97M-V/def2-TZVPD", "symbols": ["C", "C", "O", "C", "O", "C", "N", "O", "H", "H", "H", "H", "H", "H", "H"], "xyz": [[2.04, 0.10, 0.47], [0.86, -0.49, -0.23], [1.09, -1.69, -0.73], [-0.30, 0.27, -0.55], [-0.26, 1.67, -0.59], [-1.38, -0.36, 0.13], [-2.56, 0.27, 0.32], [-1.11, -1.49, 0.61], [2.46, 0.89, -0.16], [1.73, 0.54, 1.42], [2.80, -0.65, 0.64], [0.20, -2.05, -0.97], [0.34, 1.94, -1.29], [-3.27, -0.19, 0.87], [-2.63, 1.24, 0.07]], "e_homo_ev": -7.7559, "de_lowest_kj_mol": 260.3, "gap_ev": 8.394, "smiles": "C/C(O)=C(\\O)C(N)=O", "lumo_energy_ev": 0.64, "mol_weight_g_mol": 117.104}

4.
{"formula": "C6H10O", "method": "wB97M-V/def2-TZVPD", "symbols": ["C", "C", "C", "C", "C", "C", "O", "H", "H", "H", "H", "H", "H", "H", "H", "H", "H"], "xyz": [[2.51, 0.82, 0.43], [1.24, 0.79, 0.01], [0.27, -0.14, -0.33], [0.48, -1.61, -0.48], [-0.97, 0.53, -0.08], [-2.14, -0.16, 0.56], [-1.44, 1.52, -0.92], [3.10, 1.73, 0.38], [3.00, -0.06, 0.82], [0.38, 1.62, 0.38], [0.46, -2.10, 0.50], [-0.31, -2.06, -1.09], [1.45, -1.82, -0.94], [-2.91, 0.57, 0.79], [-2.58, -0.89, -0.12], [-1.84, -0.66, 1.48], [-0.70, 1.91, -1.39]], "e_homo_ev": [-7.1857, -7.1864], "de_lowest_kj_mol": 357.9, "gap_ev": [7.506, 7.509], "smiles": "C=C/C(C)=C(/C)O", "lumo_energy_ev": [0.32, 0.32], "mol_weight_g_mol": 98.145}

5.
{"formula": "C32H47IrN2OP2Te4", "method": "wB97M-V/def2-TZVPD", "symbols": ["Ir", "C", "C", "C", "P", "C", "C", "C", "C", "C", "C", "C", "C", "C", "C", "N", "C", "C", "C", "C", "C", "C", "C", "P", "C", "C", "C", "C", "C", "C", "H", "H", "H", "H", "H", "H", "H", "H", "H", "H", "H", "H", "H", "H", "H", "H", "H", "H", "H", "H", "H", "H", "H", "H", "H", "H", "H", "H", "H", "H", "H", "H", "H", "H", "H", "H", "H", "H", "H", "H", "Te", "Te", "Te", "Te", "O", "C", "C", "C", "C", "C", "C", "N", "H", "H", "H", "H", "H", "H", "H"], "xyz": [[0.15, -1.13, 0.69], [1.83, -1.82, -4.34], [1.72, -2.08, -2.84], [3.10, -2.23, -2.20], [0.70, -0.90, -1.81], [0.82, 0.82, -2.55], [-0.04, 1.06, -3.79], [2.27, 1.24, -2.79], [-1.03, -1.35, -2.20], [-1.48, -2.18, -3.21], [-2.84, -2.45, -3.35], [-3.31, -3.28, -4.51], [-3.73, -1.91, -2.43], [-3.30, -1.09, -1.41], [-1.95, -0.78, -1.29], [-1.39, 0.01, -0.30], [-1.43, 1.35, -0.29], [-2.34, 2.08, -1.09], [-2.28, 3.45, -1.15], [-1.31, 4.17, -0.46], [-1.25, 5.66, -0.57], [-0.41, 3.47, 0.34], [-0.48, 2.09, 0.46], [0.67, 1.12, 1.50], [0.35, 1.83, 3.21], [-1.07, 1.40, 3.56], [0.47, 3.33, 3.45], [2.42, 1.52, 0.95], [3.15, 2.70, 1.57], [3.25, 0.24, 1.12], [2.24, -2.70, -4.82], [2.51, -0.99, -4.55], [0.87, -1.60, -4.79], [1.19, -3.04, -2.70], [3.71, -1.34, -2.36], [3.62, -3.08, -2.63], [3.01, -2.40, -1.13], [0.43, 1.46, -1.75], [0.33, 0.52, -4.65], [-0.03, 2.12, -4.03], [-1.07, 0.76, -3.61], [2.63, 0.91, -3.76], [2.94, 0.85, -2.02], [2.34, 2.33, -2.78], [-0.78, -2.63, -3.90], [-2.53, -3.93, -4.87], [-3.60, -2.62, -5.33], [-4.18, -3.87, -4.24], [-4.79, -2.13, -2.52], [-4.01, -0.67, -0.71], [-3.09, 1.54, -1.65], [-3.01, 3.98, -1.74], [-1.77, 6.00, -1.46], [-0.22, 6.00, -0.61], [-1.71, 6.13, 0.30], [0.36, 4.00, 0.86], [1.06, 1.31, 3.87], [-1.79, 1.91, 2.92], [-1.31, 1.64, 4.60], [-1.21, 0.33, 3.42], [-0.34, 3.87, 2.96], [1.42, 3.75, 3.14], [0.37, 3.51, 4.52], [2.31, 1.72, -0.13], [3.26, 2.57, 2.65], [2.64, 3.64, 1.35], [4.15, 2.76, 1.15], [3.45, 0.06, 2.18], [4.20, 0.33, 0.61], [2.71, -0.62, 0.71], [1.94, -4.66, 2.66], [3.04, -6.57, 1.15], [1.07, -5.47, -1.19], [0.12, -3.89, 0.77], [-2.23, -2.30, 1.50], [-2.50, -2.26, 2.89], [-1.25, -2.04, 3.70], [-1.35, -1.97, 5.09], [-0.24, -1.65, 5.84], [0.97, -1.44, 5.18], [0.99, -1.57, 3.80], [-0.09, -1.86, 3.07], [-3.02, -2.06, 1.01], [-2.97, -3.20, 3.20], [-3.20, -1.44, 3.12], [-2.31, -2.13, 5.55], [-0.30, -1.57, 6.91], [1.86, -1.18, 5.72], [1.91, -1.44, 3.24]], "e_homo_ev": [-8.6875, -8.5786], "total_charge": 1, "multiplicity": 2, "de_lowest_kj_mol": 367.1, "gap_ev": [4.775, 4.574], "lumo_energy_ev": [-3.91, -4.00], "mol_weight_g_mol": 1240.306}

6.
{"formula": "C8H11N3", "method": "wB97M-V/def2-TZVPD", "symbols": ["C", "C", "C", "C", "N", "C", "N", "N", "C", "C", "C", "H", "H", "H", "H", "H", "H", "H", "H", "H", "H", "H"], "xyz": [[2.71, 1.51, 0.11], [1.53, 0.67, 0.17], [0.65, 0.75, 1.17], [-0.76, -0.02, 1.00], [-2.06, 0.68, 0.57], [-2.20, 1.36, -0.41], [-2.49, 1.71, -1.53], [-0.58, -1.21, 0.24], [-1.48, -2.27, 0.42], [0.27, -1.21, -0.80], [1.21, -0.23, -0.92], [3.47, 1.02, 0.77], [2.70, 2.55, 0.19], [3.11, 1.26, -0.94], [0.63, 1.25, 2.08], [-1.19, -0.33, 1.95], [-2.32, 2.68, -1.99], [-1.14, -3.30, -0.07], [-1.67, -2.48, 1.41], [-2.49, -2.21, -0.08], [0.22, -1.94, -1.57], [1.88, -0.23, -1.77]], "e_homo_ev": -7.5877, "de_lowest_kj_mol": 236.2, "gap_ev": 8.518, "smiles": "CC1=C[C@@H](N=C=N)N(C)C=C1", "lumo_energy_ev": 0.93, "mol_weight_g_mol": 149.197}

7.
{"formula": "C15H28BrIrN5S2", "method": "wB97M-V/def2-TZVPD", "symbols": ["Ir", "N", "C", "C", "N", "C", "C", "N", "C", "C", "N", "H", "H", "H", "H", "H", "H", "H", "H", "H", "H", "H", "H", "H", "H", "H", "H", "H", "H", "C", "C", "S", "C", "C", "S", "H", "H", "H", "H", "H", "H", "Br", "C", "C", "C", "N", "C", "C", "H", "H", "H", "H"], "xyz": [[0.19, 0.12, -0.21], [0.39, 2.16, 0.84], [-0.49, 3.26, 0.36], [-1.63, 2.72, -0.48], [-1.16, 1.77, -1.49], [-2.32, 1.11, -2.14], [-2.65, -0.20, -1.46], [-1.43, -1.02, -1.42], [-0.27, 2.38, -2.48], [0.67, 1.31, -2.99], [1.44, 0.78, -1.84], [0.17, 1.93, 1.81], [1.36, 2.45, 0.84], [0.11, 3.95, -0.21], [-0.91, 3.83, 1.19], [-2.16, 3.57, -0.93], [-2.35, 2.20, 0.15], [-2.07, 0.91, -3.18], [-3.20, 1.76, -2.13], [-3.46, -0.69, -2.00], [-2.99, -0.04, -0.43], [-1.10, -1.17, -2.37], [-1.62, -1.93, -1.03], [0.32, 3.16, -2.01], [-0.82, 2.84, -3.31], [1.32, 1.74, -3.76], [0.13, 0.48, -3.45], [2.05, 1.52, -1.50], [2.04, 0.01, -2.15], [3.20, -3.74, -0.39], [2.56, -2.42, -0.02], [1.12, -2.04, -0.92], [3.00, -1.58, 0.89], [4.22, -1.76, 1.75], [2.13, -0.09, 1.19], [2.64, -4.24, -1.18], [3.24, -4.41, 0.48], [4.22, -3.59, -0.74], [4.72, -2.70, 1.53], [3.95, -1.75, 2.81], [4.93, -0.95, 1.59], [-3.16, -2.07, 5.22], [-2.29, -1.44, 3.70], [-2.38, -0.10, 3.34], [-1.72, 0.33, 2.21], [-0.99, -0.49, 1.44], [-0.90, -1.78, 1.79], [-1.53, -2.29, 2.91], [-2.95, 0.60, 3.93], [-1.80, 1.36, 1.91], [-0.31, -2.42, 1.16], [-1.43, -3.34, 3.16]], "e_homo_ev": [-13.2262, -13.2037], "total_charge": 2, "multiplicity": 2, "gap_ev": [6.551, 5.673], "lumo_energy_ev": [-6.68, -7.53], "mol_weight_g_mol": 614.679}

8.
{"formula": "C4H6O2S2", "method": "wB97M-V/def2-TZVPD", "symbols": ["C", "S", "C", "O", "C", "C", "O", "S", "H", "H", "H", "H", "H", "H"], "xyz": [[1.77, 0.52, -1.78], [1.33, 0.63, -0.02], [0.19, -0.70, -0.04], [0.13, -1.52, -0.91], [-0.62, -0.80, 1.26], [-1.83, 0.12, 1.19], [-1.65, 1.40, 0.87], [-3.31, -0.46, 1.46], [2.29, -0.42, -1.92], [2.42, 1.37, -1.98], [0.88, 0.56, -2.43], [-0.91, -1.82, 1.41], [0.00, -0.47, 2.10], [-0.69, 1.60, 0.79]], "e_homo_ev": -8.7651, "de_lowest_kj_mol": 93.7, "gap_ev": 8.951, "smiles": "CSC(=O)CC(O)=S", "lumo_energy_ev": 0.19, "mol_weight_g_mol": 150.224}